{"formula": "C18H21ClN2O4S", "method": "ωB97M-V with the def2-TZVPD basis set", "total_charge": 0, "multiplicity": 1, "smiles": "COCCNC(=O)c1ccc(Cl)c(S(=O)(=O)Nc2cccc(C)c2C)c1", "homo_ev": -8.9082, "symbols": ["Cl", "S", "O", "O", "O", "O", "N", "N", "C", "C", "C", "C", "C", "C", "C", "C", "C", "C", "C", "C", "C", "C", "C", "C", "C", "C", "H", "H", "H", "H", "H", "H", "H", "H", "H", "H", "H", "H", "H", "H", "H", "H", "H", "H", "H", "H", "H"], "positions_angstrom": [[4.289113, 0.197008, 4.165732], [3.360982, 1.444320, 1.577519], [4.493815, 0.674770, 1.173125], [-2.041740, -1.664090, 2.779778], [3.553050, 2.648442, 2.322215], [-3.705969, -0.924106, -1.800470], [-1.083758, -1.512884, 0.734594], [2.495176, 1.926705, 0.241695], [0.719870, -0.555668, -2.579102], [-1.082625, -1.404526, 2.084134], [0.721955, -1.539064, 3.814555], [-2.769353, -0.612455, -0.803079], [2.245268, 0.336280, 2.467783], [-0.681384, 1.285012, -3.504135], [-4.971799, -1.309011, -1.315716], [-2.266943, -1.841335, -0.020528], [2.305743, -0.220379, -0.815507], [0.238102, -0.967508, 2.641048], [1.959556, -1.180636, 4.315290], [2.734386, -0.255590, 3.623178], [0.969130, 1.640755, -1.621206], [0.360353, 0.787492, -2.543849], [1.694401, -1.053075, -1.733175], [1.930299, 1.117835, -0.742392], [0.620713, 3.101620, -1.539569], [0.993373, 0.005271, 1.994358], [0.596664, 0.510464, 1.128981], [-5.622796, -1.373296, -2.185397], [1.981462, -2.092257, -1.787179], [-2.045090, -2.645233, -0.728875], [1.524180, 3.709327, -1.584701], [0.102517, 3.325375, -0.605040], [-0.247081, -1.304885, 0.210498], [-5.369111, -0.564040, -0.616926], [-3.181978, 0.124916, -0.097983], [0.113036, -2.269900, 4.324453], [2.339914, -1.616899, 5.224439], [3.076525, -0.585394, -0.157675], [-1.096636, 0.455344, -4.069899], [-0.245906, 1.992823, -4.208750], [-0.022596, 3.399879, -2.359533], [-3.015841, -2.181912, 0.697578], [-1.498938, 1.780552, -2.983082], [-1.923865, -0.164518, -1.333299], [-4.939963, -2.282608, -0.816903], [0.237925, -1.212791, -3.287214], [2.155861, 2.869863, 0.320230]], "forces_ev_per_angstrom": [[0.38, -0.23, 0.67], [-0.38, 0.30, -0.20], [-0.23, -0.12, -0.22], [-0.18, -0.08, 0.30], [-0.23, 0.09, -0.03], [0.05, -0.03, -0.16], [-0.02, 0.13, -0.34], [0.22, 0.20, 0.58], [-0.03, 0.00, -0.03], [0.27, 0.04, -0.14], [-0.12, 0.08, -0.18], [0.19, -0.12, 0.15], [0.53, 0.33, -0.26], [0.04, 0.01, 0.03], [-0.01, -0.01, 0.00], [-0.37, 0.13, -0.19], [-0.01, -0.02, -0.14], [0.19, 0.20, 0.19], [0.16, 0.18, -0.15], [-0.26, -0.10, -0.07], [0.16, 0.07, 0.21], [0.08, -0.17, 0.04], [0.01, 0.04, 0.06], [-0.05, -0.69, -0.51], [0.04, -0.20, 0.01], [-0.27, -0.10, 0.09], [-0.05, -0.03, -0.06], [-0.07, -0.03, 0.08], [0.04, -0.10, -0.01], [-0.06, 0.03, 0.05], [0.03, 0.15, -0.01], [-0.05, 0.11, 0.06], [0.07, -0.02, 0.09], [-0.02, -0.01, 0.00], [0.07, -0.01, -0.03], [-0.06, -0.06, 0.06], [0.06, -0.04, 0.09], [0.07, -0.15, -0.01], [-0.05, -0.02, -0.04], [-0.05, 0.08, -0.07], [-0.03, 0.09, 0.00], [0.09, -0.06, -0.14], [-0.09, 0.06, -0.02], [-0.03, 0.02, 0.14], [-0.04, 0.01, 0.01], [-0.06, -0.06, -0.10], [0.02, 0.14, 0.20]], "mulliken_charge": [-0.1824, 1.2523, -0.5886, -0.6657, -0.6471, -0.3801, 0.0425, -0.1968, -0.5977, 0.2635, -0.6605, 0.2685, 0.1642, -1.8819, -0.7248, -0.8947, -0.2959, 0.0206, -0.5611, -0.0004, 1.2074, 1.2392, -1.1268, -0.4706, -2.0140, -0.5192, 1.2078, 0.2698, 0.4031, 0.2081, 0.4332, 0.3967, 0.0279, 0.3233, 0.3393, 0.4780, 0.4565, 0.5717, 0.3741, 0.4458, 0.4451, 0.5327, 0.4401, -0.2917, 0.2838, 0.3600, 0.2448]}